Entry from the OMol25 dataset: a 2-piece molecular cluster, C4H11NO2 overall in a non-equilibrium geometry (ωB97M-V/def2-TZVPD).

The molar mass comes out at 105.137 g/mol. The energy above the lowest of the compared OMol25 structures with the same formula, charge and spin is 13.1 kcal per mole. For the frontier orbital gap, the calculation gives 10.61 eV. The structure (SMILES) is CC(N)=O.CCO. The electronic energy comes out at -364.24735 Ha. The lowest unoccupied orbital energy is 0.771 eV. As for the net charge: 0. As for the highest occupied orbital energy: -9.835 eV.

Last column: Mulliken charge in e.
CARTESIAN COORDINATES (ANGSTROEM)
C (-0.643, 1.808, 1.012)  -0.172
C (0.227, 1.472, 2.192)  -1.082
O (0.113, 2.207, -0.149)  -0.516
H (-1.279, 0.988, 0.700)  0.208
H (-1.259, 2.671, 1.240)  0.306
H (0.868, 0.609, 2.009)  0.331
H (0.954, 1.730, -0.163)  0.284
H (-0.415, 1.159, 3.023)  0.333
H (0.824, 2.317, 2.531)  0.295
C (0.629, -2.507, -1.009)  -1.044
C (0.411, -1.159, -1.634)  0.766
O (1.293, -0.341, -1.778)  -0.603
N (-0.896, -0.847, -1.822)  -0.375
H (-1.165, 0.068, -2.137)  0.239
H (-1.606, -1.546, -1.717)  0.165
H (1.556, -3.039, -1.188)  0.320
H (-0.199, -3.205, -1.194)  0.315
H (0.590, -2.383, 0.084)  0.227

---

Entry from the OMol25 dataset: C18H18AlN3OS as an isolated structure in a non-equilibrium geometry (ωB97M-V/def2-TZVPD).

The molar mass comes out at 351.411 g/mol. For the frontier orbital gap, the calculation gives 7.48 eV. The electronic energy comes out at -1576.37473 Ha. The lowest unoccupied orbital energy is -7.533 eV. As for the net charge: +2. As for the highest occupied orbital energy: -15.013 eV.

Last column: Mulliken charge in e.
CARTESIAN COORDINATES (ANGSTROEM)
Al (-0.849, 0.292, -0.897)  0.263
C (-2.318, -1.362, -4.125)  -1.226
C (-1.154, -1.199, -3.183)  0.784
O (-0.928, -0.053, -2.642)  -0.319
N (-0.316, -2.157, -2.861)  0.013
C (0.915, -2.116, -2.095)  -1.712
C (0.769, -1.935, -0.568)  1.212
C (0.770, -3.075, 0.308)  -0.606
C (0.412, -3.103, 1.593)  -1.026
C (0.092, -1.890, 2.348)  0.084
C (-0.842, -0.711, 1.760)  -0.617
N (0.646, -0.713, -0.165)  -0.135
H (-2.649, -0.342, -4.491)  0.341
H (-3.234, -1.655, -3.540)  0.326
H (-2.352, -2.102, -5.009)  0.401
H (-0.465, -3.064, -3.353)  0.336
H (1.513, -1.222, -2.338)  0.381
H (1.470, -3.049, -2.417)  0.590
H (0.934, -4.027, -0.232)  0.406
H (0.400, -4.040, 2.112)  0.508
H (-0.147, -2.177, 3.403)  0.617
H (-1.144, -0.168, 2.640)  0.582
C (-0.413, 3.615, -1.586)  -1.432
C (-0.097, 3.145, -0.207)  0.987
C (0.259, 4.005, 0.785)  -0.928
C (0.699, 3.479, 2.077)  -0.635
C (0.813, 2.094, 2.224)  0.736
C (1.127, 1.376, 3.485)  -0.828
C (1.364, 0.053, 3.518)  -1.347
C (1.278, -0.888, 2.338)  0.026
C (0.538, -0.180, 1.158)  0.839
S (-2.200, -0.857, 0.568)  -0.317
C (0.522, 1.322, 1.087)  0.099
N (0.080, 1.838, -0.066)  0.281
H (-0.995, 4.576, -1.692)  0.413
H (-1.120, 2.941, -2.097)  0.284
H (0.440, 3.792, -2.228)  0.300
H (0.044, 5.054, 0.646)  0.455
H (0.894, 4.104, 2.938)  0.476
H (1.305, 2.096, 4.350)  0.356
H (1.769, -0.327, 4.441)  0.494
H (2.170, -1.373, 2.013)  0.538

---

Entry from the OMol25 dataset: C8H44AlBF6O25 as an isolated structure in a non-equilibrium geometry (ωB97M-V/def2-TZVPD).

The molar mass comes out at 692.197 g/mol. For the frontier orbital gap, the calculation gives 4.02 eV. The electronic energy comes out at -3078.81758 Ha. The lowest unoccupied orbital energy is 3.278 eV. As for the net charge: -2. As for the highest occupied orbital energy: -0.743 eV.

Last column: Mulliken charge in e.
CARTESIAN COORDINATES (ANGSTROEM)
C (0.070, -4.963, 3.291)  -0.933
C (-0.285, -4.161, 2.025)  -0.399
O (0.001, -2.773, 2.197)  -0.223
B (-1.105, -1.979, 2.491)  0.762
O (-2.150, -2.570, 3.214)  -0.657
Al (-1.335, 0.055, 1.876)  -1.293
C (-3.112, 0.252, 0.878)  0.818
O (-3.368, -0.588, -0.071)  -0.887
O (-3.919, 1.170, 1.173)  -0.618
C (0.094, 0.524, 0.421)  0.662
O (0.873, -0.310, -0.017)  -0.632
C (0.188, 1.981, -0.179)  0.674
F (-1.072, 2.456, -0.364)  -0.081
F (0.798, 2.870, 0.635)  -0.412
C (0.809, 1.980, -1.591)  0.203
F (0.474, 3.133, -2.236)  -0.106
F (0.232, 0.968, -2.238)  -0.155
C (2.358, 1.904, -1.535)  1.252
F (2.839, 3.179, -1.587)  -0.331
F (2.822, 1.385, -0.395)  -0.226
C (3.016, 1.167, -2.710)  0.015
O (2.510, 0.963, -3.782)  -0.706
O (4.292, 0.784, -2.482)  -0.553
H (0.406, -4.314, 4.094)  0.306
H (0.900, -5.637, 3.063)  0.210
H (-0.757, -5.595, 3.614)  0.269
H (0.360, -4.500, 1.215)  0.308
H (-1.318, -4.334, 1.734)  0.310
H (-2.837, -1.903, 3.272)  0.291
H (-1.130, 0.995, 3.115)  -0.224
H (4.331, 0.212, -1.701)  0.397
O (-7.013, 0.934, 1.798)  -0.714
H (-6.125, 1.255, 1.552)  0.388
H (-7.032, 0.050, 1.423)  0.307
O (-2.138, 5.222, -0.631)  -0.698
H (-3.058, 5.008, -0.824)  0.326
H (-1.809, 4.440, -0.170)  0.328
O (1.573, 3.090, -5.512)  -0.621
H (0.629, 2.925, -5.577)  0.290
H (1.924, 2.311, -5.064)  0.378
O (3.505, -0.847, 1.374)  -0.731
H (2.561, -0.781, 1.148)  0.446
H (3.829, 0.048, 1.243)  0.318
O (-2.571, 0.917, -2.934)  -0.722
H (-2.148, 1.780, -2.956)  0.188
H (-2.620, 0.696, -1.985)  0.414
O (3.073, -2.235, -3.571)  -0.653
H (2.308, -2.668, -3.959)  0.298
H (2.838, -1.301, -3.557)  0.319
O (-0.285, 2.306, 4.708)  -0.316
H (0.105, 3.186, 4.700)  0.193
H (-0.325, 2.081, 5.644)  0.231
O (1.256, -7.673, 2.221)  -0.598
H (1.512, -8.328, 2.875)  0.278
H (1.444, -8.101, 1.381)  0.294
O (-4.423, 5.517, 1.725)  -0.670
H (-3.538, 5.821, 1.499)  0.327
H (-4.463, 4.625, 1.349)  0.357
O (-3.736, 4.340, -2.741)  -0.675
H (-2.846, 4.645, -2.960)  0.302
H (-3.779, 3.447, -3.107)  0.340
O (-0.518, 5.476, -3.629)  -0.651
H (-0.195, 4.837, -2.982)  0.366
H (0.134, 6.181, -3.610)  0.278
O (4.628, 4.180, -4.321)  -0.666
H (3.834, 3.712, -4.605)  0.334
H (4.505, 4.308, -3.376)  0.324
O (5.419, -2.927, -1.588)  -0.713
H (5.121, -2.719, -0.693)  0.365
H (4.639, -2.761, -2.133)  0.340
O (-5.439, 3.109, -0.297)  -0.441
H (-6.340, 3.442, -0.219)  0.264
H (-5.059, 3.622, -1.020)  0.226
O (0.157, -10.115, 1.740)  -0.606
H (-0.109, -10.993, 1.449)  0.284
H (-0.585, -9.550, 1.498)  0.337
O (5.357, -5.715, -0.739)  -0.609
H (5.973, -6.269, -1.225)  0.282
H (5.738, -4.827, -0.795)  0.332
O (-1.229, -1.992, -0.947)  -0.612
H (-2.122, -1.619, -0.732)  0.389
H (-0.925, -1.472, -1.695)  0.210
O (1.172, 2.331, 7.290)  -0.577
H (1.478, 1.627, 7.869)  0.294
H (1.835, 3.022, 7.379)  0.284

---

What did the first record say?
Entry from the OMol25 dataset: a 2-piece molecular cluster, C4H11NO2 overall in a non-equilibrium geometry (ωB97M-V/def2-TZVPD).

The molar mass comes out at 105.137 g/mol. The energy above the lowest of the compared OMol25 structures with the same formula, charge and spin is 13.1 kcal per mole. For the frontier orbital gap, the calculation gives 10.61 eV. The structure (SMILES) is CC(N)=O.CCO. The electronic energy comes out at -364.24735 Ha. The lowest unoccupied orbital energy is 0.771 eV. As for the net charge: 0. As for the highest occupied orbital energy: -9.835 eV.

Last column: Mulliken charge in e.
CARTESIAN COORDINATES (ANGSTROEM)
C (-0.643, 1.808, 1.012)  -0.172
C (0.227, 1.472, 2.192)  -1.082
O (0.113, 2.207, -0.149)  -0.516
H (-1.279, 0.988, 0.700)  0.208
H (-1.259, 2.671, 1.240)  0.306
H (0.868, 0.609, 2.009)  0.331
H (0.954, 1.730, -0.163)  0.284
H (-0.415, 1.159, 3.023)  0.333
H (0.824, 2.317, 2.531)  0.295
C (0.629, -2.507, -1.009)  -1.044
C (0.411, -1.159, -1.634)  0.766
O (1.293, -0.341, -1.778)  -0.603
N (-0.896, -0.847, -1.822)  -0.375
H (-1.165, 0.068, -2.137)  0.239
H (-1.606, -1.546, -1.717)  0.165
H (1.556, -3.039, -1.188)  0.320
H (-0.199, -3.205, -1.194)  0.315
H (0.590, -2.383, 0.084)  0.227

---

- Number 3 is which compound?
  C8H44AlBF6O25